i) C5H14N3O4 | the ωB97M-V functional and the def2-TZVPD basis

For the molar mass, the calculation gives 180.2 g mol⁻¹. The value obtained for the orbital gap is 10.33 eV. As for the lowest unoccupied orbital energy: -2.8 eV. The net charge is +1.

Last column: natural (NBO) charge in e.
Atoms and positions in Å:
C -2.8633 -0.2592 0.5553  -0.080
C -1.2691 -1.5136 0.6252  0.375
C -1.5095 -0.1314 -0.1448  0.011
C -1.2571 -0.2467 -1.6522  -0.085
C 2.7304 0.8515 -0.9662  0.787
N 1.8970 0.5912 -0.0820  -0.813
N 3.5919 0.9971 -1.8188  -0.577
N -0.6502 0.8861 0.4894  -0.832
O -2.4509 -1.3100 1.4234  -0.515
O -1.1840 -2.6144 -0.2405  -0.769
O 0.1262 -0.4454 -1.8054  -0.729
O 2.9256 1.5900 2.1513  -0.959
H -3.3094 0.5985 1.0823  0.206
H -3.6409 -0.8169 -0.1821  0.196
H -0.2891 -1.6474 1.3027  0.158
H -1.6287 0.6573 -2.1484  0.194
H -1.7466 -1.0278 -2.2031  0.217
H 2.2371 0.8795 0.8439  0.466
H 0.8020 0.6491 0.0540  0.479
H 3.8059 1.2313 2.3618  0.503
H 4.3157 0.5613 -2.2635  0.448
H -1.0268 1.2538 1.3931  0.413
H -0.7586 1.7731 -0.1116  0.390
H -1.7992 -3.3536 -0.1467  0.519
H 0.2450 -1.3437 -1.3723  0.489
H 2.7066 2.1905 2.8554  0.508

ii) C5H14N3O4 | the ωB97M-V functional and the def2-TZVPD basis

For the molar mass, the calculation gives 180.2 g mol⁻¹. The value obtained for the orbital gap is 10.41 eV. As for the lowest unoccupied orbital energy: -3.0 eV. The net charge is +1.

Last column: natural (NBO) charge in e.
Atoms and positions in Å:
C 2.7998 -0.2763 0.2968  -0.081
C 1.3141 1.1726 0.3087  0.367
C 1.2835 -0.3976 0.0078  0.030
C 0.7947 -0.9285 -1.3673  -0.055
C -2.5868 0.1609 0.2667  0.836
N -1.7157 1.4375 -0.0476  -0.828
N -2.0772 -0.8703 0.9140  -0.786
N 0.5433 -1.2254 0.9651  -0.831
O 2.7107 1.1815 0.4859  -0.509
O 1.0200 1.9379 -0.8201  -0.732
O -0.5031 -0.5332 -1.5907  -0.725
O -3.7865 0.1792 -0.2183  -0.584
H 3.0130 -0.6921 1.2819  0.182
H 3.5682 -0.5944 -0.5169  0.218
H 0.7837 1.5924 1.1695  0.138
H 0.9053 -2.0120 -1.3745  0.182
H 1.4675 -0.5727 -2.0485  0.191
H -2.3984 2.2121 -0.4100  0.430
H -1.1752 1.6228 0.7634  0.393
H -0.8994 -0.9356 0.8791  0.450
H -2.5972 -1.6913 0.9254  0.398
H 1.0371 -1.2527 1.9144  0.414
H 0.3230 -2.1641 0.6049  0.402
H 0.8427 2.9409 -0.5941  0.499
H -0.5399 0.3812 -1.7509  0.500
H -4.1271 -0.6728 -0.0446  0.503

What should be chosen as the least stable of them? Choose i).

i) C7H11N | the ωB97M-V functional and the def2-TZVPD basis

For the molar mass, the calculation gives 109.2 g mol⁻¹. The value obtained for the orbital gap is 9.33 eV. As for the lowest unoccupied orbital energy: 0.9 eV.

Last column: natural (NBO) charge in e.
Atoms and positions in Å:
C -1.3049 -0.3756 -0.8218  -0.344
C -1.0815 0.7288 0.2997  -0.273
C -0.6999 -0.4542 1.0882  -0.431
C -0.0162 -1.2332 -0.1757  -0.217
C 1.1378 -0.6344 -0.5553  -0.170
C 1.2292 0.6271 0.3308  -0.083
C 0.2256 1.7563 -0.1968  -0.382
H -2.3172 -0.6383 -1.0839  0.233
H -0.5293 0.1331 -1.7953  0.155
H -2.3039 0.9500 0.4754  0.239
H -1.5627 -1.3672 1.1118  0.216
H -0.1654 -0.5420 2.0393  0.196
H -0.2983 -2.3712 -0.2770  0.202
H 1.1184 -0.2691 -1.6028  0.187
H 2.4796 -0.9331 0.9341  0.329
H 1.0302 0.2451 1.2899  0.192
H 0.3290 2.7527 0.3496  0.227
H 0.2884 1.8599 -1.3920  0.234
N 2.4411 -0.2346 -0.0184  -0.508

ii) C7H11N | the ωB97M-V functional and the def2-TZVPD basis

For the molar mass, the calculation gives 109.2 g mol⁻¹. The SMILES is C1C[C@@H]2[C@@H]3[C@@H]1CCN32. The value obtained for the orbital gap is 9.42 eV. As for the lowest unoccupied orbital energy: 1.1 eV.

Last column: natural (NBO) charge in e.
Atoms and positions in Å:
C -1.5844 1.2290 0.1669  -0.401
C -2.0314 -0.2265 -0.5916  -0.417
C -0.7879 -1.2399 0.0444  0.000
C 0.0040 -0.4932 0.9371  -0.209
C 0.0313 0.7849 0.0582  -0.188
C 1.6053 1.2159 0.0784  -0.446
C 1.9019 -0.2561 -0.4406  -0.274
N 0.9181 -1.2979 0.0264  -0.411
H -1.6828 2.1854 -0.4963  0.213
H -1.9943 1.3332 1.1365  0.200
H -2.8143 -0.7807 -0.0918  0.208
H -2.2877 -0.0314 -1.6127  0.217
H -1.2881 -2.2762 0.2455  0.216
H -0.1187 -0.3104 1.9831  0.205
H -0.0209 0.6800 -1.0907  0.199
H 1.6967 1.8180 -0.8334  0.225
H 2.2562 1.5105 1.0671  0.231
H 3.0992 -0.6345 -0.4318  0.225
H 1.8952 -0.4935 -1.5763  0.205

What should be chosen as the least stable of them? Choose i).

i) CH11N3O3 | the ωB97M-V functional and the def2-TZVPD basis

For the molar mass, the calculation gives 113.1 g mol⁻¹. The SMILES is N=C(N)N.O.O.O. The value obtained for the orbital gap is 9.26 eV. As for the lowest unoccupied orbital energy: 0.7 eV.

Last column: natural (NBO) charge in e.
Atoms and positions in Å:
N 0.8315 1.8394 -0.1152  -0.922
C 1.4979 1.0948 0.7443  0.629
N 1.8297 -0.2141 0.3617  -0.821
N 1.9349 1.5872 1.9151  -0.801
H 1.2761 1.6700 -1.0167  0.356
H 2.0011 -0.7636 1.2046  0.354
H 1.0626 -0.7326 -0.0549  0.406
H 1.9821 2.5899 1.9011  0.432
H 2.4390 0.9023 2.4517  0.394
O -4.8366 1.1587 -0.2233  -0.928
H -5.1196 1.5158 -1.0757  0.462
H -4.2886 0.3991 -0.4456  0.467
O 1.4733 -4.0766 -1.2357  -0.935
H 1.4200 -4.1913 -2.1887  0.468
H 1.2843 -4.9684 -0.9123  0.468
O -1.7068 0.5580 -0.1530  -0.994
H -2.1573 0.4959 -1.0004  0.459
H -0.9237 1.1354 -0.1568  0.506

ii) CH11N3O3 | the ωB97M-V functional and the def2-TZVPD basis

For the molar mass, the calculation gives 113.1 g mol⁻¹. The SMILES is N=C(N)N.O.O.O. The value obtained for the orbital gap is 9.67 eV. As for the lowest unoccupied orbital energy: 0.7 eV.

Last column: natural (NBO) charge in e.
Atoms and positions in Å:
N -1.3927 0.6238 1.1493  -0.877
C -1.1940 -0.6051 0.8175  0.607
N -0.0327 -1.1458 0.3651  -0.827
N -2.3173 -1.4126 0.6554  -0.848
H -0.5263 1.0953 1.3946  0.337
H 0.1355 -2.0560 -0.0183  0.399
H 0.8071 -0.6367 0.5845  0.415
H -2.2315 -2.4208 0.6474  0.396
H -3.0917 -0.8718 0.9877  0.410
O 3.2254 -0.6830 0.2486  -0.982
H 2.9431 0.1036 -0.2296  0.498
H 4.0061 -1.0349 -0.1708  0.470
O -1.1908 1.7218 -1.5715  -0.986
H -1.8360 1.1395 -1.9782  0.475
H -1.3760 1.6612 -0.6098  0.499
O 1.6402 1.2372 -0.7790  -0.978
H 1.4672 1.8339 -0.0545  0.473
H 0.9644 1.4504 -1.4383  0.518

What should be chosen as the least stable of them? Choose i).